i.
Entry from OMol25: a cluster of 2 separate species, H3NOP2 in total (ωB97M-V/def2-TZVPD).

## Properties
Gap between HOMO and LUMO (spin up / spin down) in eV: 8.088 / 8.502

CARTESIAN COORDINATES (ANGSTROEM)
1 P 0.19 -0.44 -0.70
2 P 0.48 1.40 0.44
3 O -1.85 -1.96 -0.06
4 N -1.06 -1.06 0.00
5 H -0.70 1.28 1.17
6 H 1.22 0.79 1.44
7 H 1.72 -0.02 -2.29

=====

ii.
Entry from OMol25: the molecule H3NOP2 (ωB97M-V/def2-TZVPD).

## Properties
Gap between HOMO and LUMO in eV: 8.232
SMILES string: O=N[PH]#[PH2]

CARTESIAN COORDINATES (ANGSTROEM)
1 P 0.55 0.06 -0.25
2 P -0.83 -1.01 1.24
3 O -0.64 2.00 0.60
4 N -0.69 1.18 -0.38
5 H 0.07 -0.44 -1.63
6 H -1.99 -0.15 0.71
7 H -0.57 -0.14 2.31

=====

Stability, highest: ii

=====

i.
Entry from OMol25: the ion C3H8N5 with charge +1 (ωB97M-V/def2-TZVPD).

## Properties
Gap between HOMO and LUMO in eV: 8.967
Total charge: +1
SMILES string: [H]/N=C1\[NH+]=CNCN1N

CARTESIAN COORDINATES (ANGSTROEM)
1 N 1.88 -1.16 -0.46
2 N -1.21 1.39 0.17
3 N -0.35 -2.15 0.37
4 N -0.40 -0.84 -0.13
5 N 0.92 1.07 -0.64
6 C -0.14 1.84 -0.41
7 C 0.93 -0.32 -0.41
8 C -1.08 0.08 0.72
9 H -2.09 -0.37 1.06
10 H 0.55 -2.39 0.68
11 H -0.27 2.93 -0.76
12 H -0.58 -2.80 -0.34
13 H 2.84 -0.83 -0.61
14 H -0.48 0.08 1.66
15 H 1.66 1.61 -1.16
16 H -2.17 1.85 0.25

=====

ii.
Entry from OMol25: a structure of composition C3H8N5 (ωB97M-V/def2-TZVPD).

## Properties
Gap between HOMO and LUMO in eV: 8.564
Total charge: +1

CARTESIAN COORDINATES (ANGSTROEM)
1 N 0.88 -1.22 0.04
2 N 2.73 0.09 0.32
3 N -0.39 -1.48 -0.41
4 N -1.44 0.08 -0.30
5 N -2.46 -0.17 0.51
6 C 1.49 -0.10 -0.03
7 C -0.63 1.24 -0.29
8 C 0.72 1.15 -0.28
9 H 3.44 -0.71 0.61
10 H -1.17 2.15 -0.36
11 H 2.89 1.11 0.39
12 H 1.19 2.15 -0.42
13 H -0.79 -2.27 0.22
14 H -3.25 -0.51 0.03
15 H -0.53 -1.67 -1.47
16 H -2.69 0.16 1.44

=====

Stability, highest: i

=====

i.
Entry from OMol25: the ion C5H12NO2 with charge +1 (ωB97M-V/def2-TZVPD).

## Properties
Gap between HOMO and LUMO in eV: 9.921
Total charge: +1
SMILES string: [NH3+][C@@H](CO)CCC=O

CARTESIAN COORDINATES (ANGSTROEM)
1 O 1.98 -1.72 2.31
2 O -1.05 -0.32 -2.69
3 N -1.68 -0.44 -0.20
4 C 1.92 -0.67 1.74
5 C 0.73 0.25 1.89
6 C -0.21 -0.11 -0.45
7 C 0.27 0.90 0.59
8 C -0.11 0.38 -1.89
9 H 2.72 -0.30 1.07
10 H 0.27 -1.08 -0.33
11 H 0.91 0.24 -2.22
12 H -1.89 -0.49 0.79
13 H -0.06 -0.34 2.38
14 H 0.96 1.63 0.16
15 H -0.33 1.45 -1.94
16 H -2.30 0.25 -0.65
17 H -0.58 1.54 0.82
18 H -0.61 -0.89 -3.33
19 H -1.92 -1.31 -0.67
20 H 0.97 1.02 2.62

=====

ii.
Entry from OMol25: a cluster of 3 separate species, C5H12NO2 in total (ωB97M-V/def2-TZVPD).

## Properties
Gap between HOMO and LUMO in eV: 6.651
Total charge: +1

CARTESIAN COORDINATES (ANGSTROEM)
1 O -1.63 0.45 -0.43
2 O -1.85 -0.17 -3.07
3 N 0.15 -1.44 -0.38
4 C -0.21 -1.85 0.93
5 C -0.50 0.91 -0.55
6 C 1.17 0.06 1.27
7 C 0.81 -1.29 1.88
8 C 0.63 -0.02 -0.22
9 H -1.95 0.62 -2.49
10 H 0.32 5.15 -0.49
11 H 2.24 0.42 1.26
12 H -0.19 -2.94 0.95
13 H 1.39 0.04 -0.95
14 H 0.59 0.83 1.80
15 H 0.51 -1.17 2.87
16 H -0.68 -1.44 -0.99
17 H 1.66 -1.98 1.90
18 H -2.30 0.07 -3.82
19 H -1.23 -1.51 1.24
20 H 1.05 5.27 -0.72

=====

Stability, highest: i